w) Below is a cluster of 2 separate species, C2H2N2O in total, with properties calculated with the ωB97M-V functional and the def2-TZVPD basis.

```
7
Properties=species:S:1:pos:R:3:mulliken_charge:R:1
C -0.96401 -0.02097 0.58260 -0.393
C 0.18134 0.29232 0.37290 0.111
O 1.50290 0.51881 0.26535 -0.499
H -1.94642 -0.09525 0.53819 0.426
H 1.90800 -0.33150 0.57414 0.395
N 1.36839 -1.93903 1.46743 -0.035
N 0.79481 -1.97177 2.42082 -0.006
```

Its orbital gap is 10.597 eV. The total charge is 0. The LUMO energy comes out at 0.9 eV. As for the SMILES: C#CO.N#N.



x) Below is a structure of composition C2H2N2O, with properties calculated with the ωB97M-V functional and the def2-TZVPD basis.

```
7
Properties=species:S:1:pos:R:3:mulliken_charge:R:1
C -1.57440 0.46014 -0.20770 0.025
C -0.47446 0.02594 0.42941 0.150
N -1.52752 -0.87595 0.01709 -0.360
N 1.29670 0.41881 -0.09076 -0.188
O 2.16685 -0.57893 -0.02866 -0.276
H -1.97622 1.37403 -0.54619 0.315
H 1.99253 -1.25566 -0.71700 0.334
```

Its orbital gap (spin up / spin down) is 7.598 / 8.455 eV. The total charge is 0. The LUMO energy (spin up / spin down) comes out at -0.5 / -0.4 eV.



y) Below is an isolated molecule of C2H2N2O, with properties calculated with the ωB97M-V functional and the def2-TZVPD basis.

```
7
Properties=species:S:1:pos:R:3:mulliken_charge:R:1
O -0.91814 -0.02994 1.67417 -0.517
C -0.27714 -0.64381 0.84557 0.131
C 0.55396 -0.04904 -0.18222 -0.220
N 0.17415 1.12269 -0.65495 0.434
N -0.11352 1.92698 -1.38292 -0.379
H -0.33212 -1.74612 0.75395 0.283
H 0.91281 -0.58077 -1.05360 0.269
```

Its orbital gap is 9.345 eV. The total charge is 0. The LUMO energy comes out at -0.1 eV.



z) Below is a cluster of 2 separate species, C2H2N2O in total, with properties calculated with the ωB97M-V functional and the def2-TZVPD basis.

```
7
Properties=species:S:1:pos:R:3:mulliken_charge:R:1
N 0.92623 -0.08583 -0.68865 -0.275
N 1.74652 0.04994 0.05207 0.773
O 2.64706 0.37861 0.75398 -0.540
C -1.66488 0.36944 -0.27400 -0.279
C -0.92935 -0.53370 0.05438 -0.429
H -2.26879 1.26897 -0.28925 0.352
H -0.45679 -1.44743 0.39147 0.398
```

Its orbital gap is 10.272 eV. The total charge is 0. The LUMO energy comes out at 0.7 eV. As for the SMILES: N#[N+][O-].C#C.



Most stable of them? w).